Record 1
DFT (ωB97M-V/def2-TZVPD) results for a structure of composition C7H5N4O2.

As for the multiplicity: 3. Its total charge is -1. For the frontier orbital gap (spin up / spin down), the calculation gives 0.1692 / 0.2893 Ha. As for the expectation value of S²: 2.05.

Geometry (Å):
1 C 0.669 -0.983 -2.721
2 C 0.346 -2.201 -2.155
3 C 0.644 0.032 -1.771
4 C -0.307 -0.988 2.523
5 C -0.517 0.190 3.104
6 C -0.346 2.761 0.138
7 C -0.346 -0.154 0.585
8 N -0.029 -1.968 -0.863
9 N -0.472 1.404 2.221
10 N -0.349 1.082 0.937
11 N 0.114 -0.621 -0.635
12 O 0.786 3.092 -0.037
13 O -1.479 2.997 0.056
14 H 1.029 -0.896 -3.744
15 H 0.229 -3.117 -2.671
16 H 0.890 1.086 -1.861
17 H -0.481 -2.100 2.780
18 H -0.379 0.382 4.114

Results of the Löwdin charge analysis, in e, for atoms 1 through 5: C -0.143; C -0.168; C -0.022; C -0.020; C -0.253

Record 2
DFT (ωB97M-V/def2-TZVPD) results for a structure of composition C48H50F4Ge2N3OTl.

Its total charge is +2. For the frontier orbital gap, the calculation gives 0.2636 Ha. The value obtained for the energy above the lowest of the compared OMol25 structures with the same formula, charge and spin is 0.0 kJ/mol.

Geometry (Å):
1 Tl -0.082 0.921 0.216
2 C 1.037 3.503 -1.479
3 N 1.776 2.670 -0.524
4 C 2.528 3.529 0.397
5 C 2.668 1.779 -1.280
6 C 3.355 0.700 -0.466
7 N 2.413 -0.287 0.137
8 C 2.897 -0.753 1.417
9 C 2.081 -0.776 2.543
10 F 0.812 -0.302 2.467
11 C 2.501 -1.244 3.770
12 F 1.633 -1.230 4.785
13 C 3.786 -1.698 3.951
14 C 4.632 -1.652 2.866
15 F 5.883 -2.085 2.977
16 C 4.210 -1.181 1.639
17 F 5.098 -1.159 0.645
18 H 1.715 4.068 -2.131
19 H 0.401 2.875 -2.113
20 H 0.404 4.207 -0.940
21 H 3.264 4.139 -0.143
22 H 1.839 4.191 0.923
23 H 3.054 2.930 1.140
24 H 2.064 1.320 -2.067
25 H 3.459 2.363 -1.770
26 H 4.085 0.224 -1.127
27 H 3.928 1.158 0.339
28 H 4.120 -2.082 4.906
29 C -3.499 -1.641 -3.735
30 N -3.058 -0.382 -3.101
31 C -2.437 0.598 -4.007
32 C -3.181 -0.150 -1.808
33 C -3.789 -1.180 -0.915
34 O -2.735 0.957 -1.334
35 H -3.532 -1.485 -4.808
36 H -4.494 -1.924 -3.404
37 H -2.799 -2.449 -3.520
38 H -3.190 1.012 -4.676
39 H -1.678 0.096 -4.607
40 H -1.980 1.396 -3.438
41 H -3.764 -2.178 -1.339
42 H -4.825 -0.906 -0.694
43 H -3.246 -1.186 0.024
44 C -4.749 2.905 -1.956
45 Ge -3.680 2.457 -0.422
46 C -4.631 1.515 0.953
47 C -4.059 0.572 1.809
48 C -4.817 -0.011 2.813
49 C -6.153 0.345 2.972
50 C -6.735 1.264 2.113
51 C -5.978 1.849 1.105
52 C -2.340 3.801 -0.079
53 C -2.326 4.812 -1.013
54 C -1.600 6.003 -0.793
55 C -0.896 6.168 0.364
56 C -0.855 5.144 1.346
57 C -0.116 5.300 2.549
58 C -0.071 4.306 3.486
59 C -0.781 3.104 3.270
60 C -1.517 2.947 2.129
61 C -1.578 3.945 1.129
62 H -5.234 3.872 -1.820
63 H -5.514 2.143 -2.101
64 H -4.111 2.952 -2.837
65 H -3.025 0.267 1.692
66 H -4.364 -0.739 3.476
67 H -6.740 -0.091 3.770
68 H -7.780 1.531 2.229
69 H -6.446 2.568 0.438
70 H -2.887 4.715 -1.936
71 H -1.626 6.791 -1.538
72 H -0.360 7.093 0.553
73 H 0.405 6.237 2.717
74 H 0.495 4.442 4.398
75 H -0.749 2.312 4.009
76 H -2.131 2.068 1.998
77 C 1.844 -1.023 -2.836
78 Ge 2.048 -1.784 -1.055
79 C 0.327 -2.587 -0.606
80 C -0.195 -3.406 -1.615
81 C -1.320 -4.194 -1.387
82 C -1.941 -4.174 -0.144
83 C -1.443 -3.354 0.861
84 C -0.319 -2.568 0.632
85 C 3.540 -2.998 -1.059
86 C 4.447 -2.828 -2.075
87 C 5.650 -3.569 -2.113
88 C 5.929 -4.456 -1.116
89 C 5.019 -4.668 -0.047
90 C 5.321 -5.575 1.002
91 C 4.454 -5.762 2.038
92 C 3.226 -5.061 2.065
93 C 2.909 -4.184 1.067
94 C 3.798 -3.946 -0.016
95 H 1.872 -1.856 -3.543
96 H 2.657 -0.344 -3.100
97 H 0.887 -0.505 -2.943
98 H 0.297 -3.460 -2.583
99 H -1.691 -4.846 -2.170
100 H -2.794 -4.815 0.049
101 H -1.915 -3.349 1.837
102 H 0.072 -1.975 1.447
103 H 4.258 -2.111 -2.869
104 H 6.351 -3.416 -2.924
105 H 6.861 -5.012 -1.120
106 H 6.260 -6.117 0.964
107 H 4.699 -6.451 2.838
108 H 2.533 -5.226 2.883
109 H 1.959 -3.671 1.096

Results of the Löwdin charge analysis, in e, for atoms 1 through 5: Tl 1.046; C -0.094; N -0.353; C -0.045; C -0.223

Record 3
DFT (ωB97M-V/def2-TZVPD) results for a cluster of 2 separate species, C11H22ClNO11PS2 in total.

Its total charge is -1. For the frontier orbital gap, the calculation gives 0.2362 Ha.

Geometry (Å):
1 C 2.196 1.849 0.171
2 O 3.456 1.327 -0.224
3 C 3.415 0.050 -0.822
4 C 4.076 -1.019 0.053
5 C 3.137 -1.690 1.076
6 C 2.691 -3.106 0.678
7 C 1.295 -3.115 0.038
8 C 0.209 -2.799 1.058
9 C -1.172 -2.436 0.495
10 C -1.126 -1.328 -0.570
11 C -1.633 0.020 -0.074
12 O -1.275 1.024 -1.055
13 S -2.338 1.091 -2.214
14 O -2.189 0.096 -3.218
15 O -2.456 2.424 -2.636
16 O -3.582 0.572 -1.306
17 C -3.158 0.235 0.003
18 O -3.850 -0.887 0.433
19 N -4.460 -0.783 1.796
20 O -3.921 -1.488 2.520
21 P -3.549 1.822 1.014
22 S -5.380 2.434 0.874
23 H 1.831 1.353 1.077
24 H 2.329 2.910 0.357
25 H 1.457 1.744 -0.628
26 H 2.381 -0.233 -1.051
27 H 3.955 0.110 -1.770
28 H 4.546 -1.762 -0.594
29 H 4.873 -0.503 0.591
30 H 2.272 -1.036 1.201
31 H 3.638 -1.719 2.044
32 H 3.414 -3.505 -0.035
33 H 2.685 -3.784 1.535
34 H 1.332 -2.389 -0.776
35 H 1.112 -4.100 -0.398
36 H 0.519 -2.011 1.746
37 H 0.092 -3.699 1.671
38 H -1.766 -2.066 1.330
39 H -1.699 -3.313 0.123
40 H -0.116 -1.142 -0.926
41 H -1.720 -1.603 -1.440
42 H -1.153 0.304 0.863
43 H -2.587 2.724 0.523
44 H -3.162 1.520 2.333
45 O -0.597 6.735 -0.368
46 Cl -0.921 5.583 -1.177
47 O 0.257 4.757 -1.345
48 O -1.403 6.017 -2.464
49 O -1.954 4.814 -0.512

Results of the Löwdin charge analysis, in e, for atoms 1 through 5: C -0.087; O -0.182; C -0.239; C -0.165; C -0.194

Record 4
DFT (ωB97M-V/def2-TZVPD) results for an isolated molecule of C2H4ClNO2.

Its total charge is 0. For the frontier orbital gap, the calculation gives 0.3903 Ha. The structure (SMILES) is O=C(CCl)NO. The value obtained for the energy above the lowest of the compared OMol25 structures with the same formula, charge and spin is 166.4 kJ/mol.

Geometry (Å):
1 C 0.030 0.838 -0.046
2 C -1.005 -0.009 0.593
3 H 1.851 -1.281 0.362
4 H 1.530 0.449 -1.414
5 H -0.650 -1.003 0.851
6 H -1.463 0.499 1.509
7 N 1.143 0.142 -0.514
8 O 1.199 -1.285 -0.391
9 O -0.188 1.967 -0.398
10 Cl -2.448 -0.317 -0.553

Results of the Löwdin charge analysis, in e, for atoms 1 through 5: C -0.569; C -0.430; H 0.129; H 0.159; H 0.053

Record 5
DFT (ωB97M-V/def2-TZVPD) results for an isolated molecule of C4H9N3O.

Its total charge is 0. For the frontier orbital gap, the calculation gives 0.3343 Ha. The structure (SMILES) is NC1CN(NC=O)C1. The value obtained for the energy above the lowest of the compared OMol25 structures with the same formula, charge and spin is 617.3 kJ/mol.

Geometry (Å):
1 C 0.738 -0.551 -1.089
2 C -0.757 -0.316 -1.016
3 C 1.072 -0.030 0.356
4 C -1.476 0.842 2.438
5 H 1.465 0.251 -3.101
6 H 2.516 0.338 -1.320
7 H 0.903 -1.632 -1.333
8 H -1.327 -1.216 -0.757
9 H -1.184 0.372 -1.717
10 H 1.952 0.778 0.398
11 H 1.122 -0.759 1.041
12 H -1.736 -1.121 0.983
13 H -0.828 1.707 1.980
14 N 1.517 0.188 -1.969
15 N -0.487 0.470 0.361
16 N -1.249 -0.109 1.319
17 O -2.241 0.787 3.426

Results of the Löwdin charge analysis, in e, for atoms 1 through 5: C -0.505; C -0.053; C -0.033; C -0.249; H 0.151

Record 6
DFT (ωB97M-V/def2-TZVPD) results for the ion C4H3N2 with charge +1.

As for the multiplicity: 3. Its total charge is +1. For the frontier orbital gap (spin up / spin down), the calculation gives 0.2985 / 0.3099 Ha. As for the expectation value of S²: 2.03. The value obtained for the energy above the lowest of the compared OMol25 structures with the same formula, charge and spin is 17.6 kJ/mol.

Geometry (Å):
1 C 1.319 -1.918 -0.225
2 C 1.378 -0.542 -0.705
3 C 0.246 0.203 -0.373
4 C -1.683 1.362 0.534
5 N 1.175 -2.998 0.121
6 N -0.763 0.653 0.049
7 H 2.320 -0.023 -1.184
8 H -1.733 2.427 0.363
9 H -2.258 0.835 1.419

Results of the Löwdin charge analysis, in e, for atoms 1 through 5: C -0.151; C 0.061; C 0.121; C 0.110; N 0.260

Record 7
DFT (ωB97M-V/def2-TZVPD) results for a cluster of 2 separate species, C2Cl3F2NO in total.

Its total charge is 0. For the frontier orbital gap (spin up / spin down), the calculation gives 0.2361 / 0.3619 Ha. The value obtained for the energy above the lowest of the compared OMol25 structures with the same formula, charge and spin is 215.4 kJ/mol.

Geometry (Å):
1 C 0.243 -0.840 1.391
2 C -0.396 0.621 -2.309
3 N -0.173 0.300 1.595
4 O 0.012 1.262 0.818
5 F 1.037 -1.316 0.356
6 F 0.024 -1.845 2.190
7 Cl 0.858 0.779 -1.334
8 Cl -1.508 -0.709 -2.277
9 Cl -0.856 1.763 -3.470

Results of the Löwdin charge analysis, in e, for atoms 1 through 5: C -0.427; C -1.695; N 0.031; O -0.128; F 0.029

Record 8
DFT (ωB97M-V/def2-TZVPD) results for a structure of composition C18H23ClN3O7Pt.

As for the multiplicity: 3. Its total charge is -1. For the frontier orbital gap (spin up / spin down), the calculation gives 0.2329 / 0.1674 Ha. As for the expectation value of S²: 2.01. The value obtained for the energy above the lowest of the compared OMol25 structures with the same formula, charge and spin is 539.5 kJ/mol.

Geometry (Å):
1 Pt 0.545 0.653 0.829
2 Cl 1.420 0.696 6.443
3 O 1.413 -0.482 7.227
4 O 0.495 1.639 7.027
5 O 2.777 1.138 6.519
6 O 1.103 0.445 5.080
7 O 6.113 5.367 -0.027
8 C 5.472 4.497 -0.999
9 C 4.095 3.725 -0.675
10 O 4.037 2.729 0.280
11 H 6.222 3.713 -1.103
12 H 5.438 4.883 -2.018
13 H 3.540 3.359 -1.539
14 H 3.370 4.525 -0.520
15 N 2.439 -2.893 -0.121
16 C 2.217 -4.095 0.524
17 C 2.736 -5.298 0.100
18 C 3.546 -5.292 -1.038
19 C 3.852 -4.125 -1.716
20 C 3.236 -2.968 -1.220
21 H 1.585 -3.976 1.391
22 H 2.418 -6.216 0.571
23 H 3.953 -6.250 -1.327
24 H 4.416 -4.138 -2.637
25 H 3.554 -1.989 -1.546
26 N -3.011 -1.412 1.722
27 C -3.448 -2.528 1.001
28 C -4.694 -3.162 1.105
29 C -5.648 -2.575 1.933
30 C -5.329 -1.428 2.707
31 C -4.012 -0.912 2.566
32 H -2.715 -3.222 0.616
33 H -4.871 -4.077 0.559
34 H -6.659 -2.954 1.981
35 H -6.093 -0.876 3.235
36 H -3.736 -0.026 3.119
37 N -0.992 0.600 -3.101
38 C -1.354 1.705 -3.780
39 C -2.262 1.782 -4.879
40 C -2.826 0.539 -5.332
41 C -2.286 -0.634 -4.770
42 C -1.330 -0.536 -3.666
43 H -0.845 2.627 -3.538
44 H -2.533 2.776 -5.204
45 H -3.567 0.515 -6.118
46 H -2.498 -1.592 -5.223
47 H -0.959 -1.431 -3.189
48 C -1.150 4.755 1.661
49 O -1.489 3.581 1.023
50 H -0.788 5.436 0.891
51 H -2.089 5.060 2.123
52 H -0.532 4.528 2.530
53 H -2.276 3.815 0.525

Results of the Löwdin charge analysis, in e, for atoms 1 through 5: Pt -0.019; Cl 0.568; O -0.392; O -0.396; O -0.397

Record 9
DFT (ωB97M-V/def2-TZVPD) results for a cluster of 2 separate species, C2H4NO4 in total.

Its total charge is -1. For the frontier orbital gap, the calculation gives 0.3548 Ha. The value obtained for the energy above the lowest of the compared OMol25 structures with the same formula, charge and spin is 0.0 kJ/mol.

Geometry (Å):
1 O 0.881 -1.503 1.376
2 C 1.534 -0.463 1.530
3 O 1.341 0.650 0.986
4 H 2.342 -0.479 2.292
5 N -1.281 -0.386 -0.500
6 C -1.018 0.617 -1.383
7 O 0.064 1.335 -1.126
8 O -1.723 0.830 -2.354
9 H -0.647 -0.649 0.241
10 H -2.032 -0.986 -0.772
11 H 0.539 1.035 -0.290

Results of the Löwdin charge analysis, in e, for atoms 1 through 5: O -0.097; C -0.602; O -0.104; H 0.096; N 0.170

Record 10
DFT (ωB97M-V/def2-TZVPD) results for an isolated molecule of C7H10O2.

Its total charge is 0. For the frontier orbital gap, the calculation gives 0.3733 Ha. The structure (SMILES) is C1#CCOCOCCC1. The value obtained for the energy above the lowest of the compared OMol25 structures with the same formula, charge and spin is 463.5 kJ/mol.

Geometry (Å):
1 C -1.354 -0.326 -1.434
2 C -0.542 0.829 -0.994
3 C 1.625 0.935 0.017
4 C 1.596 -0.583 1.890
5 C 0.317 -1.040 1.246
6 C -0.832 -1.074 0.868
7 C -1.852 -0.986 -0.158
8 H -0.723 -1.074 -2.063
9 H -2.239 0.040 -1.978
10 H -0.613 1.754 -1.730
11 H -0.733 1.397 0.025
12 H 1.300 1.961 0.660
13 H 2.483 1.302 -0.715
14 H 1.329 0.119 2.711
15 H 2.175 -1.444 2.138
16 H -2.411 -1.958 -0.577
17 H -2.701 -0.332 0.225
18 O 0.752 0.471 -0.964
19 O 2.421 0.008 0.833

Results of the Löwdin charge analysis, in e, for atoms 1 through 5: C -0.192; C -0.329; C -0.237; C -0.163; C 0.022

Record 11
DFT (ωB97M-V/def2-TZVPD) results for a cluster of 2 separate species, C2F5NO in total.

Its total charge is 0. For the frontier orbital gap, the calculation gives 0.3585 Ha. The structure (SMILES) is [O-][N+]#CF.FC(F)(F)F. The value obtained for the energy above the lowest of the compared OMol25 structures with the same formula, charge and spin is 77.3 kJ/mol.

Geometry (Å):
1 C -1.974 -1.047 0.450
2 C 2.018 0.733 -0.182
3 N -2.983 -0.639 0.018
4 O -3.773 0.141 -0.391
5 F 0.862 0.259 0.236
6 F -1.349 -2.113 0.822
7 F 2.407 1.686 0.633
8 F 2.912 -0.230 -0.190
9 F 1.880 1.211 -1.396

Results of the Löwdin charge analysis, in e, for atoms 1 through 5: C -0.092; C -0.788; N -0.098; O 0.047; F 0.184

Record 12
DFT (ωB97M-V/def2-TZVPD) results for a structure of composition C16H22AsAuClO2SSe.

Its total charge is -1. For the frontier orbital gap (spin up / spin down), the calculation gives 0.2134 / 0.2134 Ha. The value obtained for the energy above the lowest of the compared OMol25 structures with the same formula, charge and spin is 141.9 kJ/mol.

Geometry (Å):
1 Au 0.589 0.139 0.630
2 Cl -1.017 6.818 -1.735
3 C -0.624 5.406 -0.796
4 C 0.291 5.503 0.253
5 C 0.620 4.376 0.959
6 C 0.036 3.115 0.691
7 O 0.373 2.108 1.411
8 C -0.926 3.050 -0.373
9 C -1.549 1.827 -0.730
10 O -1.442 0.734 -0.131
11 C -1.225 4.216 -1.102
12 H 0.737 6.455 0.497
13 H 1.327 4.425 1.776
14 H -2.149 1.842 -1.654
15 H -1.949 4.162 -1.901
16 C 2.794 -4.451 -0.694
17 C 1.307 -4.283 -0.352
18 C 1.016 -4.996 0.976
19 C 0.425 -4.858 -1.464
20 C 1.025 -2.858 -0.168
21 C 0.770 -1.693 -0.001
22 H 3.051 -5.509 -0.782
23 H 3.409 -4.006 0.088
24 H 3.031 -3.955 -1.633
25 H 1.265 -6.055 0.909
26 H -0.040 -4.904 1.224
27 H 1.610 -4.552 1.774
28 H 0.556 -5.938 -1.534
29 H 0.686 -4.418 -2.424
30 H -0.620 -4.636 -1.264
31 C -0.470 -2.118 3.031
32 As -1.974 -1.287 2.118
33 C -3.399 -1.928 3.329
34 C -2.100 0.578 2.654
35 S -2.580 -2.123 0.324
36 H -0.543 -1.885 4.093
37 H 0.499 -1.800 2.653
38 H -0.565 -3.199 2.899
39 H -3.184 -1.690 4.373
40 H -3.524 -3.008 3.213
41 H -4.341 -1.456 3.029
42 H -2.240 0.589 3.735
43 H -2.967 1.023 2.163
44 H -1.216 1.156 2.402
45 Se 2.735 0.108 1.961

Results of the Löwdin charge analysis, in e, for atoms 1 through 5: Au 0.759; Cl 0.616; C -0.689; C -0.100; C 0.003

| no. | largest force on an atom (eV Å⁻¹) |
| --- | --- |
| 1 | 3.94 |
| 2 | 0.92 |
| 3 | 1.28 |
| 4 | 3.04 |
| 5 | 5.78 |
| 6 | 8.23 |
| 7 | 3.35 |
| 8 | 3.90 |
| 9 | 0.56 |
| 10 | 5.49 |
| 11 | 1.68 |
| 12 | 2.14 |